Record 1
{
  "formula": "C21H17BrCl2N4",
  "method": "ωB97M-V/def2-TZVPD",
  "species": ["Cl", "Cl", "Br", "N", "N", "C", "C", "C", "C", "C", "C", "C", "C", "C", "C", "C", "C", "C", "C", "N", "N", "C", "C", "C", "C", "C", "C", "C", "H", "H", "H", "H", "H", "H", "H", "H", "H", "H", "H", "H", "H", "H", "H", "H", "H"],
  "coordinates": [[1.1537, -3.1140, 4.0584], [-3.8062, -1.1559, 3.2020], [-1.7090, -3.4033, -3.0352], [2.8845, 1.8932, 1.5182], [-1.9369, 0.9438, -0.1447], [2.3108, 1.5651, 0.3955], [-1.3990, 1.5740, 0.8864], [-1.1933, -1.9106, 3.6309], [0.4391, -1.9491, -1.9349], [-1.6007, -0.8061, -1.6430], [1.1558, -0.8604, -1.2911], [0.6822, -0.7245, 2.7181], [0.1799, -1.8385, 3.3735], [-2.0572, -0.9697, 3.0914], [-0.9536, -1.9165, -2.0878], [-1.0718, 0.1152, -0.8288], [-1.6167, 0.2111, 2.4910], [0.3456, 0.1392, -0.6316], [-0.2611, 0.3140, 2.2842], [-2.3254, 1.1997, 1.8127], [3.0489, 1.8921, -0.7572], [4.2964, 1.3057, -1.1021], [2.0071, 2.4344, 2.6618], [2.0663, 2.3359, -1.7603], [0.7833, 2.5154, -0.7888], [0.5311, 2.6415, 2.3023], [0.8661, 1.3364, 0.1717], [0.0098, 1.5078, 1.4017], [-1.5306, -2.7821, 4.2285], [0.9637, -2.7489, -2.3554], [-2.7227, -0.8443, -1.7190], [2.2431, -0.9434, -1.4928], [1.7240, -0.7520, 2.4665], [-3.2251, 0.9337, 1.3774], [4.5113, 1.4746, -2.1694], [5.0845, 1.8221, -0.5330], [4.2783, 0.2189, -0.9178], [2.4984, 3.3330, 3.0369], [2.1522, 1.6463, 3.4559], [2.3755, 3.2211, -2.2124], [1.8926, 1.6981, -2.5981], [0.8122, 3.5095, -0.3232], [-0.2072, 2.3668, -1.3451], [-0.2110, 2.8155, 3.1658], [0.3441, 3.5681, 1.7534]],
  "atomic_forces_ev_per_a": [[0.1, 0.4, -0.4], [0.5, -0.1, 0.1], [-0.2, 0.7, 0.4], [-1.9, 0.9, -0.3], [2.7, 1.4, -1.6], [2.9, 0.8, 3.1], [-2.0, -2.6, -3.0], [-0.2, -0.8, 0.0], [-0.3, 2.4, 1.0], [-4.6, -2.3, -0.9], [-2.5, -0.9, -0.5], [-1.7, 0.9, -0.6], [-0.8, 1.0, 0.5], [-1.1, 0.3, 0.7], [2.6, -0.5, -0.4], [3.0, 1.8, 0.1], [0.1, -1.2, 0.4], [1.9, -1.1, -0.8], [2.9, -2.6, 0.5], [-2.6, 1.4, 5.6], [-2.3, -0.6, -1.3], [0.8, 0.0, -0.1], [0.8, -3.0, 0.0], [-1.3, -0.8, 2.6], [-1.5, 0.5, -3.2], [-1.6, 1.1, 0.3], [0.4, 0.1, -1.2], [0.0, 0.3, 0.5], [-0.2, 0.8, -0.7], [0.9, -1.0, -0.5], [1.2, 0.4, -0.1], [-0.7, 0.7, 1.0], [0.4, 0.6, -0.2], [1.0, 0.0, 0.6], [-0.2, -0.1, 0.3], [0.1, -0.6, -0.1], [0.4, 0.3, 0.0], [-0.1, 0.0, -0.3], [-0.6, 0.9, -0.3], [0.5, 2.0, -0.4], [-0.3, -1.2, -0.4], [0.0, -0.4, 0.0], [1.5, 0.9, 0.4], [1.4, -0.8, -0.8], [0.6, 0.2, -0.1]],
  "mulliken_charge": [-0.227, -0.238, -0.187, -0.755, -0.770, -0.722, -0.172, -0.516, -0.973, -0.342, -0.691, -0.681, -0.034, 0.183, -0.070, 0.290, -0.745, 0.364, -0.442, -0.379, 0.265, -1.039, -0.887, -0.906, -0.760, -0.943, 2.002, 2.452, 0.384, 0.534, 0.328, 0.248, 0.577, 0.455, 0.352, 0.315, 0.326, 0.426, 0.318, 0.507, 0.469, 0.476, 0.333, 0.396, 0.480],
  "lumo_ev": -0.681,
  "charge": 0,
  "orbital_gap_ev": 7.2055,
  "multiplicity": 1
}

---

Record 2
{
  "formula": "C13H24AuF3N3O3V",
  "method": "ωB97M-V/def2-TZVPD",
  "species": ["N", "C", "O", "Au", "V", "N", "N", "C", "C", "C", "C", "C", "C", "C", "C", "H", "H", "H", "H", "H", "H", "H", "H", "H", "H", "H", "H", "H", "H", "H", "H", "H", "H", "C", "H", "H", "H", "C", "H", "H", "H", "F", "C", "F", "F", "C", "O", "O"],
  "coordinates": [[-1.0427, -0.8423, 1.6255], [-1.0742, -0.0793, 2.6498], [-1.0365, -0.0027, 3.8679], [-2.0437, -2.6775, 2.5845], [-0.1304, -0.1284, 0.1331], [-1.4460, 0.7563, -0.8700], [0.8701, -1.4240, -0.7543], [-2.7068, 1.3661, -0.3757], [2.0897, -2.0737, -0.2147], [-3.5724, 0.2955, 0.2580], [-3.5183, 2.0385, -1.4677], [-2.3535, 2.4211, 0.6602], [2.2345, -3.5402, -0.6162], [3.3105, -1.2827, -0.6743], [2.0572, -1.9985, 1.3183], [-3.8306, -0.4605, -0.4899], [-4.4741, 0.7472, 0.6883], [-3.0450, -0.2205, 1.0555], [-3.0032, 2.8970, -1.9155], [-4.4404, 2.4397, -1.0256], [-3.7990, 1.3382, -2.2647], [-1.7852, 2.0334, 1.5121], [-3.2742, 2.8774, 1.0460], [-1.7537, 3.2243, 0.2132], [1.3508, -4.1045, -0.3012], [3.1279, -3.9489, -0.1235], [2.3694, -3.6322, -1.6945], [3.3970, -1.3044, -1.7620], [4.2209, -1.7290, -0.2672], [3.2722, -0.2395, -0.3378], [2.2168, -0.9839, 1.6908], [2.8587, -2.6176, 1.7304], [1.1005, -2.3513, 1.7117], [0.3296, -1.9050, -2.0229], [-0.6976, -1.5326, -2.1218], [0.9372, -1.5494, -2.8840], [0.2958, -2.9995, -2.0334], [-0.9150, 1.1982, -2.1425], [-1.0804, 2.2844, -2.2859], [0.1791, 1.0173, -2.1749], [-1.3719, 0.6572, -2.9879], [2.7615, 3.6378, 2.4822], [2.8544, 2.5627, 1.6980], [3.4997, 2.9438, 0.5569], [3.6458, 1.6529, 2.3483], [1.4373, 1.9200, 1.4166], [0.4377, 2.3971, 1.9544], [1.5404, 0.9219, 0.6061]],
  "atomic_forces_ev_per_a": [[0.1, 1.5, 0.7], [0.8, -3.2, 6.5], [-0.4, 1.6, -6.1], [0.2, 0.1, -0.4], [1.6, 1.1, -2.1], [2.0, -1.4, 1.4], [-2.1, 0.9, 0.9], [-0.6, 0.2, 0.5], [0.8, 0.0, 1.2], [-0.2, -0.5, 0.1], [-0.1, 0.2, -0.8], [0.2, 0.6, 0.3], [-0.3, 0.1, -0.3], [0.2, 0.6, -0.5], [-0.1, 0.2, 0.3], [-0.3, 0.1, 0.1], [0.2, -0.2, -0.3], [-0.3, 0.1, 0.0], [-0.1, -0.2, 0.1], [0.3, -0.2, -0.1], [0.0, 0.2, 0.2], [-0.2, 0.0, -0.1], [0.2, -0.2, -0.1], [-0.1, -0.2, 0.1], [0.2, -0.1, -0.1], [-0.4, 0.2, -0.2], [0.0, -0.2, 0.1], [0.0, 0.0, 0.0], [-0.2, -0.1, 0.0], [0.0, -0.3, -0.1], [0.1, -0.1, -0.1], [-0.2, 0.1, -0.1], [0.1, -0.3, 0.0], [0.0, 0.5, -0.7], [0.3, -0.2, -0.2], [-0.2, -0.3, 0.5], [0.0, 0.2, 0.0], [0.7, 0.4, -0.5], [0.2, -0.6, 0.1], [-0.3, 0.1, -0.1], [0.0, 0.1, 0.3], [-0.3, -0.8, -0.6], [1.3, 0.7, 0.4], [-1.0, -0.7, 0.9], [-0.9, 0.5, -0.8], [-0.1, 2.3, 1.3], [1.3, -1.7, -1.0], [-2.3, -1.3, -0.9]],
  "mulliken_charge": [-0.191, 0.891, -0.367, 0.702, 0.370, 0.424, 0.662, 0.964, 1.346, -1.471, -1.800, -1.357, -1.863, -1.397, -1.496, 0.410, 0.486, 0.169, 0.460, 0.434, 0.430, 0.265, 0.475, 0.365, 0.442, 0.464, 0.470, 0.402, 0.440, 0.204, 0.169, 0.534, 0.247, -1.255, 0.302, 0.398, 0.414, -1.042, 0.434, 0.264, 0.465, -0.213, 0.708, -0.240, -0.249, 0.359, -0.460, -0.170],
  "lumo_ev": [-10.035, -10.036],
  "charge": 2,
  "orbital_gap_ev": [6.6276, 6.6256],
  "multiplicity": 1
}

---

Record 3
{
  "formula": "C28H54BiN5O7SSi4",
  "method": "ωB97M-V/def2-TZVPD",
  "species": ["Bi", "N", "C", "C", "O", "N", "C", "C", "O", "O", "H", "H", "H", "H", "H", "H", "C", "C", "C", "C", "C", "C", "C", "S", "O", "O", "N", "C", "C", "O", "O", "H", "H", "H", "H", "H", "H", "H", "H", "H", "C", "C", "N", "C", "C", "N", "C", "C", "H", "H", "H", "H", "H", "H", "H", "H", "H", "H", "H", "H", "C", "Si", "C", "C", "Si", "Si", "C", "C", "C", "Si", "C", "C", "C", "H", "H", "H", "H", "H", "H", "H", "H", "H", "H", "H", "H", "H", "H", "H", "H", "H", "H", "H", "H", "H", "H", "H", "H", "H", "H", "H"],
  "coordinates": [[-0.2621, 0.2367, -0.0843], [1.9656, -0.4020, 0.2001], [2.9650, 0.6176, -0.1168], [2.3881, 1.8551, -0.7998], [3.1935, 2.6400, -1.3168], [1.0518, 1.9610, -0.7740], [0.4209, 2.8756, -1.7099], [-0.5296, 2.1370, -2.6744], [-1.1412, 2.8440, -3.4970], [-0.6713, 0.8904, -2.4681], [2.0149, -1.2662, -0.4122], [2.0625, -0.7523, 1.1446], [3.4672, 0.9555, 0.7905], [3.7296, 0.2198, -0.7834], [-0.1741, 3.6361, -1.1968], [1.1786, 3.3996, -2.2887], [-3.0331, -4.9962, -4.5915], [-2.6315, -4.4983, -3.2269], [-1.5355, -3.6545, -3.0813], [-1.1585, -3.1759, -1.8354], [-1.8889, -3.5412, -0.7138], [-2.9750, -4.3997, -0.8350], [-3.3405, -4.8714, -2.0870], [-1.5290, -2.8125, 0.8772], [-2.3873, -1.6233, 0.9007], [-1.8669, -3.8411, 1.8436], [-0.0611, -2.2996, 0.9101], [0.9854, -3.3365, 0.9985], [1.7820, -3.6628, -0.2933], [2.2403, -4.8135, -0.3626], [1.9599, -2.7116, -1.1208], [-3.3285, -4.1667, -5.2386], [-3.8731, -5.6900, -4.5270], [-2.2041, -5.5119, -5.0820], [-0.9564, -3.3636, -3.9513], [-0.2661, -2.5656, -1.7366], [-3.5174, -4.6932, 0.0560], [-4.1885, -5.5432, -2.1820], [0.5907, -4.2757, 1.3847], [1.7297, -3.0009, 1.7309], [-3.4154, 0.7187, -1.5249], [-4.8772, 1.1625, -1.7931], [-5.3076, 2.1797, -0.8197], [-5.1064, 1.6434, 0.5315], [-3.6069, 1.3368, 0.7768], [-2.8400, 1.5609, -0.4567], [-2.9542, 2.9717, -0.8523], [-4.4513, 3.3603, -0.9801], [-2.7834, 0.8159, -2.4099], [-3.3656, -0.3156, -1.1831], [-5.5646, 0.3157, -1.7279], [-4.9768, 1.5962, -2.7907], [-5.7090, 0.7369, 0.6280], [-5.4867, 2.3731, 1.2524], [-3.4574, 0.3070, 1.0768], [-3.1913, 1.9782, 1.5519], [-2.4294, 3.1092, -1.8003], [-2.4527, 3.5779, -0.0969], [-4.6526, 3.8010, -1.9593], [-4.7429, 4.0912, -0.2197], [-0.7615, -1.4753, 4.6228], [-1.5676, 0.1587, 4.1595], [-3.3662, -0.2416, 3.8017], [-1.6748, 1.2315, 5.7208], [-0.2209, 1.2427, 2.5385], [1.8734, 1.0424, 3.6120], [1.8239, 1.2945, 5.4876], [2.7047, -0.6578, 3.4768], [3.1012, 2.3389, 2.9705], [-0.5865, 3.5513, 2.8685], [0.1711, 4.2010, 4.4758], [0.1657, 4.6029, 1.5046], [-2.4026, 4.0781, 3.0193], [-1.2607, -1.9085, 5.4966], [0.3029, -1.3745, 4.8525], [-0.8571, -2.1778, 3.7881], [-3.4728, -0.8759, 2.9224], [-3.7497, -0.7868, 4.6719], [-3.9747, 0.6591, 3.6691], [-2.2310, 0.6837, 6.4909], [-2.2181, 2.1609, 5.5156], [-0.6983, 1.4998, 6.1322], [1.2595, 0.5028, 5.9894], [1.3982, 2.2570, 5.7828], [2.8582, 1.2526, 5.8492], [1.9934, -1.4815, 3.3629], [3.2568, -0.8359, 4.4048], [3.4246, -0.7135, 2.6569], [3.1915, 3.1633, 3.6855], [2.8087, 2.7647, 2.0057], [4.0960, 1.8989, 2.8463], [1.2571, 4.0740, 4.5073], [-0.2563, 3.7130, 5.3575], [-0.0463, 5.2731, 4.5397], [1.1636, 4.2595, 1.2162], [0.2367, 5.6457, 1.8331], [-0.4481, 4.5743, 0.6020], [-3.0077, 3.3579, 3.5790], [-2.8752, 4.2197, 2.0447], [-2.4409, 5.0344, 3.5523]],
  "atomic_forces_ev_per_a": [[-0.1, -0.3, 0.0], [0.2, 0.0, 0.0], [-0.1, 0.0, 0.1], [-0.1, 0.1, -0.1], [-0.2, 0.0, 0.1], [0.1, 0.0, 0.0], [0.2, -0.2, 0.0], [-0.1, 0.2, 0.1], [0.3, -0.4, 0.0], [0.2, 0.3, -0.5], [0.0, -0.1, 0.0], [0.0, 0.0, 0.0], [0.0, 0.0, 0.0], [0.0, 0.0, 0.0], [0.0, 0.0, 0.0], [0.1, 0.0, -0.1], [0.0, 0.0, 0.0], [0.0, 0.0, 0.0], [0.0, 0.0, 0.0], [0.1, 0.0, 0.0], [-0.1, 0.0, -0.1], [0.1, 0.0, 0.0], [0.0, 0.0, 0.0], [0.2, 0.3, 0.1], [-0.1, 0.0, 0.0], [0.0, -0.1, 0.1], [0.1, -0.3, -0.1], [-0.2, 0.1, 0.0], [0.2, 0.0, 0.1], [-0.1, 0.2, -0.1], [0.0, -0.1, 0.0], [0.0, 0.0, 0.0], [0.0, 0.0, 0.0], [0.0, 0.0, 0.0], [0.0, 0.0, 0.0], [-0.1, 0.0, 0.0], [0.0, 0.0, 0.0], [0.0, 0.0, 0.0], [0.0, 0.0, 0.0], [0.0, 0.0, 0.0], [-0.1, 0.1, -0.1], [0.0, 0.0, 0.1], [0.0, 0.0, 0.0], [0.0, 0.0, -0.1], [0.0, 0.1, -0.1], [0.0, 0.0, 0.0], [-0.1, 0.0, -0.1], [0.0, -0.1, 0.0], [-0.1, 0.0, 0.1], [0.0, -0.1, 0.0], [0.0, 0.0, 0.0], [0.0, 0.0, 0.0], [0.0, 0.0, 0.0], [0.0, 0.0, 0.0], [0.0, -0.1, 0.0], [0.0, 0.1, 0.1], [-0.2, 0.0, 0.1], [0.0, 0.0, 0.1], [0.0, 0.0, 0.0], [0.0, 0.0, 0.0], [0.1, -0.1, 0.0], [0.2, 0.0, 0.0], [-0.1, 0.1, -0.1], [0.0, 0.1, 0.1], [-0.2, 0.1, 0.2], [0.0, 0.0, 0.0], [0.0, 0.1, 0.1], [-0.1, -0.1, -0.1], [0.0, 0.1, 0.0], [0.0, -0.1, 0.0], [0.1, 0.0, 0.1], [0.1, 0.0, -0.1], [-0.1, 0.0, 0.0], [0.0, 0.0, 0.0], [-0.1, 0.0, 0.0], [0.0, 0.0, 0.1], [0.0, 0.0, 0.0], [0.0, 0.0, 0.0], [0.0, 0.0, 0.0], [0.0, 0.0, 0.0], [0.0, -0.1, 0.0], [-0.2, 0.0, 0.0], [0.1, 0.0, 0.0], [0.1, -0.1, 0.0], [0.0, 0.0, 0.0], [0.0, 0.1, 0.0], [0.0, 0.0, 0.0], [0.0, 0.0, 0.0], [0.0, 0.0, -0.1], [0.0, 0.0, 0.1], [0.0, 0.0, 0.0], [-0.1, 0.0, 0.0], [0.0, 0.1, -0.1], [0.0, 0.0, 0.0], [-0.1, 0.0, 0.0], [0.0, 0.0, 0.0], [0.0, 0.0, 0.1], [0.0, 0.0, 0.0], [0.0, 0.0, 0.0], [0.0, 0.0, 0.0]],
  "mulliken_charge": [1.441, -0.375, -0.325, 0.276, -0.818, -0.049, -0.318, 0.179, -0.825, -0.663, 0.398, -0.429, -0.063, 0.376, -0.218, 0.573, -1.414, 1.227, -1.358, 0.397, -0.231, -0.967, -0.848, 1.573, -0.645, -0.966, -0.024, -1.117, 0.582, -0.816, -0.824, 0.292, 0.342, 0.320, 0.406, 0.258, 0.434, 0.260, 0.582, 0.165, -0.460, -0.943, -0.267, -1.131, 1.244, 1.636, 0.219, -1.010, 0.466, 0.216, 0.382, 0.294, 0.385, 0.364, -0.589, -0.939, 0.404, -0.828, 0.370, 0.336, -0.896, 0.735, -0.899, -1.218, 0.732, 0.876, -1.271, -1.642, -1.488, 0.772, -1.303, -1.105, -1.209, 0.468, 0.148, 0.136, 0.034, 0.493, 0.204, 0.417, 0.214, 0.284, 0.291, 0.360, 0.410, 0.227, 0.555, 0.579, 0.464, 0.253, 0.533, 0.259, 0.306, 0.457, 0.189, 0.516, 0.190, 0.222, 0.246, 0.526],
  "lumo_ev": 4.215,
  "charge": -2,
  "orbital_gap_ev": 6.8874,
  "multiplicity": 1,
  "de_lowest_kj_mol": 41.7
}